No. 1
Entry from OMol25: C55H49BN7O4RbS2 as an isolated structure in a non-equilibrium geometry (ωB97M-V with the def2-TZVPD basis set).

Results
HOMO   -1.9 eV
HOMO-LUMO gap   5.120 eV

ORCA input file:
```
! RIJCOSX wB97M-V def2-TZVPD def2/J DEFGRID3
* xyz -2 1
Rb -0.700 0.554 2.019
N -3.462 2.687 -1.473
C -2.670 1.527 -1.001
N -3.021 1.024 0.286
C -4.135 1.345 0.861
N -4.535 0.848 2.052
N -3.695 -0.003 2.616
C -4.015 -0.484 3.775
C -3.174 -1.412 4.453
C -3.524 -1.861 5.748
C -2.727 -2.782 6.383
C -1.587 -3.247 5.731
C -1.311 -2.737 4.470
N -2.067 -1.866 3.839
C -5.010 2.414 0.337
C -6.169 2.824 0.975
C -6.825 3.978 0.578
C -6.297 4.747 -0.445
C -5.155 4.348 -1.110
C -4.518 3.159 -0.749
H -2.941 3.377 -1.994
H -1.612 1.852 -0.946
H -4.941 -0.190 4.287
H -4.417 -1.470 6.223
H -2.981 -3.144 7.374
H -0.933 -3.972 6.194
H -0.432 -3.058 3.927
H -6.534 2.233 1.800
H -7.724 4.296 1.087
H -6.774 5.676 -0.726
H -4.739 4.956 -1.904
C 4.506 -3.427 -2.147
C 3.277 -3.818 -1.315
C 2.043 -3.170 -1.948
C 3.097 -5.342 -1.351
C 3.489 -3.384 0.131
C 4.627 -3.847 0.806
C 4.911 -3.489 2.111
C 4.036 -2.648 2.771
S 4.110 -2.011 4.386
C 2.550 -1.142 4.060
N 2.097 -1.361 2.881
C 2.872 -2.175 2.124
C 2.610 -2.553 0.806
C 1.967 -0.301 5.062
C 2.568 -0.225 6.330
C 2.047 0.607 7.292
C 0.908 1.353 7.001
C 0.313 1.246 5.756
C 0.814 0.447 4.717
H 4.358 -3.698 -3.191
H 5.403 -3.926 -1.792
H 4.668 -2.354 -2.085
H 1.950 -3.488 -2.986
H 2.123 -2.088 -1.934
H 1.134 -3.462 -1.429
H 2.921 -5.684 -2.370
H 2.241 -5.622 -0.743
H 3.976 -5.850 -0.963
H 5.321 -4.504 0.300
H 5.800 -3.859 2.604
H 1.716 -2.153 0.358
H 3.449 -0.822 6.549
H 2.514 0.684 8.269
H 0.497 2.020 7.755
H -0.588 1.825 5.574
C -1.824 -3.648 -7.128
C -1.111 -4.040 -5.825
C 0.388 -3.752 -5.963
C -1.270 -5.554 -5.633
C -1.733 -3.239 -4.686
C -2.701 -3.809 -3.861
C -3.344 -3.104 -2.855
C -2.978 -1.789 -2.678
O -3.413 -0.885 -1.779
B -2.676 0.262 -1.993
O -1.813 0.076 -3.073
C -1.997 -1.200 -3.489
C -1.377 -1.901 -4.503
H -1.412 -4.206 -7.968
H -1.706 -2.587 -7.332
H -2.888 -3.868 -7.057
H 0.818 -4.382 -6.740
H 0.901 -3.962 -5.029
H 0.582 -2.720 -6.238
H -0.756 -6.087 -6.434
H -2.317 -5.851 -5.666
H -0.846 -5.874 -4.683
H -2.972 -4.843 -3.992
H -4.086 -3.562 -2.222
H -0.626 -1.425 -5.111
N 1.410 0.224 -0.663
C 2.458 0.551 -1.012
C 3.741 0.889 -1.469
C 3.910 1.641 -2.645
C 5.176 1.936 -3.096
C 6.296 1.498 -2.393
C 6.133 0.766 -1.220
C 4.874 0.459 -0.755
H 3.037 1.986 -3.181
H 5.304 2.516 -4.001
H 7.288 1.730 -2.755
H 7.004 0.439 -0.667
H 4.740 -0.106 0.156
O -0.454 10.977 0.497
C -0.019 10.191 1.547
O 0.373 10.755 2.552
C -0.072 8.760 1.352
C 0.154 7.919 2.463
C 0.120 6.558 2.359
C -0.112 5.930 1.112
S -0.128 4.254 0.904
C -0.317 6.775 -0.003
C -0.317 8.135 0.111
H -0.804 10.404 -0.197
H 0.342 8.403 3.413
H 0.282 5.934 3.229
H -0.478 6.305 -0.964
H -0.476 8.719 -0.794
*
```

No. 2
Entry from OMol25: C55H50Br2CdGeN2O2P2Se as an isolated structure (ωB97M-V with the def2-TZVPD basis set).

Results
HOMO   -7.4 eV
HOMO-LUMO gap   7.730 eV

ORCA input file:
```
! RIJCOSX wB97M-V def2-TZVPD def2/J DEFGRID3
* xyz 0 1
Cd -0.294 -0.529 0.327
C -0.866 1.576 3.196
N 0.477 1.158 3.575
C 1.599 1.434 2.703
P 1.904 -0.031 1.602
C 2.456 -1.319 2.744
C 1.477 -2.095 3.362
C 1.838 -3.005 4.346
C 3.172 -3.153 4.699
C 4.152 -2.401 4.061
C 3.796 -1.483 3.086
C 3.312 0.360 0.540
C 3.880 1.630 0.469
C 4.882 1.891 -0.457
C 5.320 0.888 -1.310
C 4.759 -0.382 -1.239
C 3.753 -0.645 -0.325
C 0.689 0.826 4.921
C 1.961 0.498 5.410
C 2.144 0.152 6.738
C 1.079 0.116 7.624
C -0.181 0.439 7.150
C -0.381 0.794 5.824
P -1.164 1.841 1.392
C -2.971 2.049 1.343
C -3.522 3.052 0.543
C -4.896 3.150 0.388
C -5.735 2.246 1.023
C -5.195 1.243 1.815
C -3.821 1.141 1.973
C -0.523 3.528 1.115
C 0.454 3.733 0.146
C 0.999 4.996 -0.050
C 0.566 6.062 0.722
C -0.413 5.867 1.690
C -0.954 4.608 1.886
H -1.176 2.481 3.735
H -1.564 0.779 3.457
H 2.495 1.673 3.275
H 1.394 2.303 2.076
H 0.435 -1.984 3.085
H 1.074 -3.595 4.834
H 3.452 -3.864 5.466
H 5.194 -2.530 4.325
H 4.561 -0.896 2.590
H 3.548 2.424 1.126
H 5.319 2.879 -0.510
H 6.099 1.096 -2.032
H 5.092 -1.168 -1.904
H 3.305 -1.635 -0.286
H 2.819 0.464 4.757
H 3.141 -0.106 7.074
H 1.228 -0.161 8.659
H -1.034 0.419 7.817
H -1.384 1.037 5.508
H -2.879 3.765 0.042
H -5.310 3.933 -0.235
H -6.807 2.319 0.897
H -5.835 0.519 2.300
H -3.428 0.329 2.567
H 0.791 2.902 -0.461
H 1.757 5.142 -0.810
H 0.987 7.048 0.571
H -0.754 6.700 2.292
H -1.725 4.465 2.634
Br 1.236 0.849 -2.245
C -0.418 0.926 -3.252
Br -1.706 2.115 -2.467
H -0.843 -0.068 -3.230
H -0.177 1.281 -4.245
Se -3.976 -3.024 2.469
C -2.541 -2.044 2.126
N -1.587 -1.389 1.938
O 0.076 -2.528 -0.763
C -0.966 -2.344 -1.448
O -1.553 -1.222 -1.468
C -1.539 -3.497 -2.233
C -0.832 -4.822 -1.975
Ge 1.026 -4.948 -2.596
C 2.444 -4.548 -1.313
C 3.743 -4.365 -1.789
C 4.805 -4.170 -0.913
C 4.578 -4.151 0.455
C 3.288 -4.322 0.943
C 2.231 -4.517 0.064
C 1.327 -3.786 -4.145
C 1.621 -2.434 -3.953
C 1.851 -1.595 -5.034
C 1.787 -2.093 -6.329
C 1.498 -3.433 -6.536
C 1.275 -4.272 -5.451
C 1.286 -6.805 -3.178
C 2.404 -7.542 -2.791
C 2.577 -8.855 -3.210
C 1.630 -9.454 -4.027
C 0.508 -8.738 -4.420
C 0.341 -7.428 -3.995
H -1.509 -3.224 -3.293
H -2.597 -3.552 -1.967
H -1.369 -5.624 -2.487
H -0.861 -5.064 -0.910
H 3.932 -4.377 -2.858
H 5.808 -4.037 -1.300
H 5.401 -4.000 1.142
H 3.105 -4.297 2.010
H 1.228 -4.626 0.458
H 1.681 -2.038 -2.945
H 2.096 -0.553 -4.866
H 1.969 -1.440 -7.173
H 1.454 -3.830 -7.543
H 1.070 -5.321 -5.628
H 3.150 -7.089 -2.147
H 3.451 -9.411 -2.894
H 1.763 -10.478 -4.353
H -0.237 -9.201 -5.054
H -0.548 -6.887 -4.307
*
```

E_tot values (in a.u.) by entry order: -3654.99864; -12862.76648.
ΔE to the lowest compared entry with this formula, charge and spin values (in kcal per mole) by entry order: 31.5; 0.7.